Record 1
A molecular structure, C46H43BrClN13O6S2Sn, computed with ωB97M-V with the def2-TZVPD basis set.

Geometry as ORCA input:
```
! wB97M-V def2-TZVPD RIJCOSX def2/J DEFGRID3
* xyz 0 1
C 7.67981 -2.23741 0.41860
H -4.68595 -3.27653 -0.25202
C -2.32594 0.07239 -3.55921
C -5.78149 -1.28596 -5.86382
C -0.81137 -2.05637 0.74113
H 1.01433 -3.17666 -3.54610
C -4.28263 -1.57428 2.91000
H -5.35993 -1.58546 -2.72654
H 1.07751 -1.66544 2.56028
N 8.24186 1.35271 1.08130
C -4.92470 -1.70371 -1.73459
C -5.73511 -3.65325 -5.42148
C 6.00084 0.87494 -1.22158
H -7.43589 -2.60647 -6.20369
C 8.21924 -0.96030 0.41318
C 1.61482 -1.34974 -4.41699
C 3.41826 2.87661 0.58881
N -1.82563 -1.00448 -4.29319
H -3.97470 -0.21352 -5.44638
C -1.99313 5.88638 3.06550
C 5.17039 0.03473 -1.90488
C 1.40199 1.67192 4.46987
C -4.42112 -3.54910 -5.00012
C -2.34427 -2.24642 -4.63943
H -4.17377 1.13116 6.11833
C 1.17304 -0.73317 3.10156
C 4.05838 1.84087 -0.19196
O -1.60390 -3.20183 -4.77609
C 0.12421 -1.92680 -1.17991
C 2.11631 0.55777 4.88594
C 2.00956 -0.64416 4.20726
H -5.02744 -2.17333 3.43062
C 7.60685 0.07072 1.11197
H -4.77336 -3.85667 -1.91482
H -2.49963 0.52898 5.98846
H 6.25250 4.25304 1.87423
H -3.45515 -2.21756 2.60410
H 7.06222 0.89853 -1.42947
C 5.63126 3.59787 1.27525
C 4.24409 3.76161 1.26618
C 6.54400 -2.48112 1.16834
O -2.06779 6.20613 4.22705
C 5.46511 1.74279 -0.24547
H -6.23485 -3.31064 -1.09664
C -1.02038 3.99921 1.42902
C -3.46851 0.71665 3.35030
N -3.16891 1.61045 4.31501
H -2.87916 -2.21291 -2.23070
C -3.43258 -1.38649 -1.78852
N 1.16799 -2.18936 -3.42849
C 0.44093 0.36718 2.69049
H 1.69590 0.84992 -4.39049
H -4.72564 -1.13958 2.01668
C -5.16944 -3.11676 -1.21808
C -6.41449 -2.52111 -5.85631
C -3.17180 1.35419 5.73794
H -0.03671 -4.00152 -1.61001
C 6.25540 2.56529 0.61227
S -3.34190 1.14730 1.72876
C 5.97066 -1.48495 1.94267
H 9.10929 -0.74415 -0.16435
H -2.39157 6.19963 1.19021
C -0.72373 3.74096 3.58291
H 2.57844 -1.50356 4.53383
H 5.10696 -1.70218 2.55231
H -6.30741 -0.40747 -6.21256
C 0.56060 1.57122 3.37176
H 1.99068 -1.71537 -5.35559
H 5.55275 -0.66288 -2.63757
N -0.39034 2.85770 1.58709
H -3.00999 2.54910 3.98737
N -0.24227 -1.19066 -0.15757
C -1.29328 4.41547 0.00587
H -1.12383 -4.26677 0.65989
O -2.01999 5.38095 -0.22004
Br 5.74219 -4.20110 1.12560
H -3.37258 0.70249 -2.03314
H 8.13946 -3.03122 -0.15342
C 6.50485 -0.20924 1.91788
C 0.74626 -1.41169 -2.39473
H -3.06193 -1.26205 -0.76962
H -0.25755 0.29124 1.86606
N 7.63806 2.42896 0.92402
Cl -0.77869 3.79719 5.28408
C -0.78439 -3.32968 0.25641
C -3.79025 -2.30983 -4.98878
O -0.74650 3.67169 -0.86533
S -1.85360 1.60474 -3.99144
N -0.18240 2.69610 2.90201
H -3.86946 -4.42239 -4.67711
H 3.77850 4.56997 1.81436
N -0.18281 -3.23611 -0.97464
H -6.22934 -4.61571 -5.42060
H -0.90266 -0.81401 -4.66458
O 2.12194 2.97481 0.64448
Sn 0.58249 1.94524 -0.47680
N 0.92565 -0.13794 -2.65878
H -5.41123 -0.97697 -1.07850
H 6.04930 0.57848 2.50346
H -2.80891 2.24429 6.24426
N -3.84321 -0.50510 3.78207
C -4.46933 -1.17656 -5.42976
H -1.22019 -1.70345 1.67271
H -3.91627 -0.65567 4.77250
C 3.78809 0.10180 -1.65800
H 2.76772 0.64172 5.74581
O -2.51165 6.61531 2.10236
H 1.52444 2.60795 4.98973
H 3.12043 -0.59674 -2.14821
C -1.29661 4.61207 2.67930
N 3.24154 1.00646 -0.88244
C 1.45962 -0.08863 -3.91900
N -3.12748 -0.15462 -2.50990
*
```

E_HOMO = -7.417 eV
Strongest force on any atom = 0.01215 hartree/bohr
E_LUMO = -0.22 eV

Results of the Mulliken charge analysis, in e, for atoms 1 through 8:
1. C -0.507
2. H 0.271
3. C -0.614
4. C -0.698
5. C -0.200
6. H 0.191
7. C -0.916
8. H 0.191

Record 2
A molecular structure, C26H55AlN3O3 at a distorted geometry, computed with ωB97M-V with the def2-TZVPD basis set.

Geometry as ORCA input:
```
! wB97M-V def2-TZVPD RIJCOSX def2/J DEFGRID3
* xyz 5 1
H 5.71810 2.21860 -17.49810
H 4.75589 4.29475 -18.33312
H 4.73912 1.49502 -20.88954
C 9.16043 3.57080 -18.13801
H 7.87146 4.10250 -13.10233
H 3.49678 5.19623 -15.86330
H 3.15568 4.35036 -18.20130
H 5.27180 1.64051 -15.83641
H 7.94706 4.34693 -16.59199
C 8.47645 3.01319 -20.70422
C 7.28970 3.57392 -21.57245
H 7.33639 9.22089 -12.19579
C 10.54442 7.44998 -13.17615
C 3.93520 3.58852 -18.20740
H 6.45705 2.96442 -21.22129
C 9.30816 5.45756 -14.18488
C 4.45829 2.48544 -20.53132
H 5.26137 3.22244 -20.53092
H 7.77378 5.71353 -15.69039
H 6.23922 5.86763 -12.47346
H 6.65878 3.06123 -14.90012
C 3.63295 2.43183 -19.21969
C 2.78008 2.49073 -16.31464
C 9.66769 7.03569 -14.31315
C 7.09361 8.15827 -12.19421
H 5.80084 9.13541 -14.66858
H 4.98977 7.71784 -13.94515
H 10.55557 5.22789 -18.79699
H 8.69547 5.69935 -17.57826
H 2.58340 2.17356 -19.36057
C 5.87151 8.06334 -14.48486
H 10.23415 7.03590 -12.21680
H 7.67063 0.97856 -20.38177
C 8.20989 5.13844 -13.12156
C 10.36020 7.27733 -15.72498
H 1.89868 3.13081 -16.35386
H 7.26963 3.54468 -16.56758
C 5.77911 4.90231 -15.69785
H 10.71786 8.51629 -13.03120
C 10.48964 4.14007 -18.77729
C 5.48482 2.50050 -16.47135
H 6.30544 5.46225 -16.47086
H 6.10203 5.25925 -14.71988
H 10.23295 4.96108 -13.89100
H 7.79590 7.67230 -11.51691
H 11.23479 2.63919 -19.99447
C 10.95427 3.68138 -20.14689
H 6.25936 5.56562 -14.11264
H 5.84268 7.51567 -15.42684
H 11.22037 3.66505 -18.12270
H 9.32539 1.45270 -18.24170
H 8.55949 5.19536 -12.09072
C 8.55138 1.47693 -20.78675
O 8.54108 9.14015 -14.73982
N 8.13912 3.39183 -19.28075
H 11.17070 6.56095 -15.85917
H 11.48524 7.00983 -13.50661
C 4.26178 4.43494 -15.71062
H 9.53401 4.91705 -21.23456
H 6.19524 8.08851 -11.58089
O 7.56059 6.09639 -16.56361
H 8.96349 5.08415 -15.14917
H 11.83402 4.19534 -20.53418
C 8.81844 4.71044 -17.13664
H 9.90000 2.27101 -16.73691
N 8.36192 7.78106 -14.39922
H 9.66458 7.11615 -16.54853
H 8.73436 1.17211 -21.81714
N 4.14009 3.22073 -16.72395
H 7.48781 3.56162 -22.64423
H 10.70406 8.30819 -15.80958
H 2.92666 2.04515 -15.33073
C 9.11135 2.20926 -17.48679
H 9.36217 1.01403 -20.22421
H 9.59245 4.95973 -16.41079
H 3.71492 2.77154 -21.27539
H 7.14373 4.62606 -21.32795
Al 6.66034 7.32839 -17.94374
C 6.90995 5.95273 -13.32843
C 9.81112 3.87011 -21.11112
H 10.03430 3.52111 -22.11933
H 4.05764 3.90007 -14.78307
C 6.42690 3.48023 -15.87928
H 3.97796 1.52496 -18.72303
O 6.74889 3.28705 -18.84835
H 8.19655 1.84973 -17.01564
H 2.61965 1.50961 -16.76159
C 7.06996 7.53468 -13.57530
*
```

E_HOMO = -23.794 eV
Strongest force on any atom = 0.18953 hartree/bohr
E_LUMO = -20.40 eV

Results of the Mulliken charge analysis, in e, for atoms 1 through 8:
1. H 0.194
2. H 0.118
3. H 0.449
4. C 0.309
5. H 0.629
6. H 0.489
7. H 0.789
8. H 0.284

Record 3
2 unconnected molecules or ions with the total composition C4H5NO at a distorted geometry, computed with ωB97M-V with the def2-TZVPD basis set.

Geometry as ORCA input:
```
! wB97M-V def2-TZVPD RIJCOSX def2/J DEFGRID3
* xyz 0 1
H -1.83021 0.30205 -1.99046
N -1.09069 -0.78811 -0.33778
H -0.97685 -1.60827 -0.93104
C 1.65712 0.81296 0.16083
H 0.98156 0.92675 -0.69325
C 0.51321 -0.83739 1.62401
C 1.41137 0.01674 1.19374
C -1.51332 0.23823 -0.94288
O -0.13496 -1.63459 2.17872
H -1.58686 1.16564 -0.37465
H 2.56964 1.40599 0.11275
*
```

E_HOMO = -8.566 eV
Strongest force on any atom = 0.02332 hartree/bohr
E_LUMO = -0.19 eV
SMILES = C=C=C=O.C=N

Results of the natural (NBO) charge analysis, in e, for atoms 1 through 8:
1. H 0.152
2. N -0.606
3. H 0.343
4. C -0.258
5. H 0.176
6. C 0.720
7. C -0.394
8. C -0.044

Record 4
A gas-phase ion, C4H8F2N (charge +1) at a distorted geometry, computed with ωB97M-V with the def2-TZVPD basis set.

Geometry as ORCA input:
```
! wB97M-V def2-TZVPD RIJCOSX def2/J DEFGRID3
* xyz 1 3
C -0.37322 1.75560 0.81496
C 0.18508 -0.32410 -0.67163
H 0.83972 -2.03925 -1.46805
H 0.52302 2.27549 0.67981
F 0.67273 -0.32432 1.56213
C -0.21188 0.23493 0.69115
H 1.62117 -1.50323 0.02937
H -1.10959 -1.64172 0.55061
H -0.08000 0.38015 -1.55704
H -0.97751 2.28566 0.00929
H -0.97887 1.89170 1.69795
C -1.20350 -0.70224 0.17778
N 1.28786 -1.23988 -0.89905
F -2.34155 -0.23394 -0.38903
H 2.14653 -0.81485 -1.22824
*
```

E_HOMO (alpha / beta) = -8.471 / -17.562 eV
Strongest force on any atom = 0.08588 hartree/bohr
E_LUMO (alpha / beta) = -3.22 / -9.65 eV

Results of the natural (NBO) charge analysis, in e, for atoms 1 through 8:
1. C -0.646
2. C 0.040
3. H 0.306
4. H 0.267
5. F -0.289
6. C 0.283
7. H 0.439
8. H 0.237

no.,molar mass (g/mol)
1,1172.14
2,484.73
3,83.09
4,108.11